Entry 1:
Computed, not measured: C12H34N5O17SV as an isolated structure at a distorted geometry, with ωB97M-V with the def2-TZVPD basis set.

ORCA input file:
```
! wB97M-V def2-TZVPD RIJCOSX def2/J DEFGRID3
* xyz 0 1
O -2.628 -1.627 4.480
V -1.338 -2.473 4.070
O -0.123 -1.792 4.819
C 1.318 -0.781 2.197
C -0.191 -0.434 1.886
C -0.262 0.274 0.529
O -0.933 -1.631 1.959
H 1.682 -1.503 1.466
H 1.643 -1.190 3.154
H 1.933 0.087 1.961
H -0.482 0.321 2.616
H 0.056 -0.288 -0.349
H 0.336 1.184 0.562
H -1.253 0.588 0.202
C -4.481 -2.045 2.036
O -3.807 -1.077 1.299
H -4.901 -1.510 2.888
H -5.238 -2.541 1.429
H -3.770 -2.725 2.505
H -2.869 -1.282 1.318
O 0.434 3.682 -2.985
S -0.261 2.395 -3.019
O -1.565 2.281 -2.353
O -0.405 1.875 -4.594
C 0.812 1.909 -5.374
C 0.468 2.085 -6.822
C 0.940 1.095 -2.455
H 1.255 0.914 -5.324
H 1.519 2.652 -5.007
H -0.440 1.486 -6.885
H 1.266 1.813 -7.513
H 0.250 3.111 -7.119
H 1.026 1.461 -1.432
H 1.881 1.255 -2.981
H 0.504 0.117 -2.660
C 4.804 -0.593 4.347
N 4.349 0.593 5.120
O 4.973 1.600 4.849
O 3.519 0.465 6.018
H 5.836 -0.276 4.198
H 4.159 -0.848 3.506
H 4.841 -1.420 5.056
C 2.862 3.398 2.217
N 3.665 2.329 1.526
O 4.735 1.891 2.013
O 3.231 1.986 0.400
H 1.836 3.032 2.223
H 3.024 4.339 1.692
H 3.283 3.525 3.214
C -3.268 -0.832 -2.706
N -3.672 -2.035 -1.872
O -2.768 -2.612 -1.303
O -4.837 -2.425 -1.834
H -4.193 -0.256 -2.707
H -3.099 -1.149 -3.735
H -2.450 -0.273 -2.252
C 3.621 -4.145 -0.064
N 2.274 -4.222 -0.666
O 1.762 -5.352 -0.857
O 1.752 -3.119 -0.973
H 3.411 -4.010 0.997
H 4.121 -3.254 -0.444
H 4.180 -5.075 -0.170
C -4.319 1.619 -0.158
N -5.676 1.515 -0.555
O -5.922 1.195 -1.753
O -6.552 1.849 0.271
H -4.212 1.345 0.892
H -3.974 2.636 -0.344
H -3.669 0.895 -0.648
*
```

The molar mass comes out at 603.4 g mol⁻¹. The HOMO energy comes out at -0.35520 hartree. The value obtained for the gap between HOMO and LUMO is 6.875 eV. The calculation puts the energy at -3372.01785 hartree.

***

Entry 2:
Computed, not measured: an isolated ion of composition C4H9N2OS and charge -1 at a distorted geometry, with ωB97M-V with the def2-TZVPD basis set.

ORCA input file:
```
! wB97M-V def2-TZVPD RIJCOSX def2/J DEFGRID3
* xyz -1 1
N 2.293 1.211 -1.677
C 1.915 1.540 -0.312
O 2.386 2.514 0.385
N 0.836 0.981 0.287
C 0.137 -0.289 0.051
C -1.394 -0.306 0.437
C -2.074 -1.664 0.404
S -2.316 -2.439 2.011
H 1.872 0.455 -2.126
H 3.303 1.295 -1.631
H 0.458 1.526 1.065
H 0.229 -0.410 -0.991
H 0.391 -1.051 0.888
H -1.231 0.037 1.438
H -2.142 0.566 0.207
H -3.054 -1.527 -0.020
H -1.610 -2.440 -0.417
*
```

The molar mass comes out at 133.2 g mol⁻¹. Its SMILES is NC(=O)NCCC[S-]. The HOMO energy comes out at -0.09385 hartree. The value obtained for the gap between HOMO and LUMO is 5.764 eV. The calculation puts the energy at -740.74447 hartree.

***

Entry 3:
Computed, not measured: C4H9BrO in the gas phase at a distorted geometry, with ωB97M-V with the def2-TZVPD basis set.

ORCA input file:
```
! wB97M-V def2-TZVPD RIJCOSX def2/J DEFGRID3
* xyz 0 1
C 1.843 1.769 0.419
C 1.136 0.421 -0.143
O 0.023 -0.002 0.693
C -1.237 -0.378 -0.051
C -1.551 -1.840 -0.112
Br -2.828 0.586 0.637
H 1.315 2.641 0.138
H 1.765 1.759 1.504
H 2.853 1.727 0.017
H 1.933 -0.362 -0.324
H 0.635 0.600 -1.074
H -1.039 0.081 -0.997
H -2.163 -2.189 -1.037
H -0.589 -2.507 -0.379
H -2.093 -2.304 0.709
*
```

The molar mass comes out at 153.0 g mol⁻¹. Its SMILES is CCO[C@@H](C)Br. The HOMO energy comes out at -0.36995 hartree. The value obtained for the gap between HOMO and LUMO is 10.988 eV. The calculation puts the energy at -2807.00181 hartree.

***

Entry 4:
Computed, not measured: C13H15NO3S2 as an isolated structure at a distorted geometry, with ωB97M-V with the def2-TZVPD basis set.

ORCA input file:
```
! wB97M-V def2-TZVPD RIJCOSX def2/J DEFGRID3
* xyz 0 1
C -2.145 -0.796 2.812
H -2.593 -0.158 3.403
H -1.457 -1.435 3.273
O -1.287 0.029 1.954
C -0.414 -0.772 1.019
C 0.708 -1.168 1.723
C 1.590 -1.792 0.985
C 1.404 -1.768 -0.667
C 0.165 -1.282 -1.130
C -0.654 -0.763 -0.195
S -2.319 0.083 -0.810
O -2.288 -0.007 -2.361
O -3.279 -1.059 -0.317
N -2.412 1.545 -0.284
H -2.411 1.484 0.561
C -1.664 2.399 -0.864
C -0.109 2.118 -0.607
C 0.801 1.698 -1.356
C 2.190 1.779 -0.843
C 2.001 2.186 0.611
S 0.412 2.686 0.822
H 2.701 2.296 1.372
H 2.972 1.399 -1.179
H 0.607 1.479 -2.275
H -1.742 2.433 -2.301
H -1.874 3.451 -0.735
H -0.026 -1.557 -2.083
C 2.458 -2.276 -1.486
H 3.357 -2.212 -1.053
H 2.290 -2.176 -2.413
H 2.337 -3.411 -1.447
H 2.584 -2.055 1.090
H 1.007 -0.939 2.746
H -2.912 -1.439 2.035
*
```

The molar mass comes out at 297.4 g mol⁻¹. The HOMO energy comes out at -0.31554 hartree. The value obtained for the gap between HOMO and LUMO is 9.087 eV. The calculation puts the energy at -1580.77442 hartree.

***

Entry 5:
Computed, not measured: C26H44AsFN4NaO10SSbTe as an isolated structure at a distorted geometry, with ωB97M-V with the def2-TZVPD basis set.

ORCA input file:
```
! wB97M-V def2-TZVPD RIJCOSX def2/J DEFGRID3
* xyz -2 1
Na 0.556 0.305 -0.416
C -3.301 2.942 -0.261
N -3.742 1.563 -0.358
C -5.126 1.316 -0.020
C -2.858 0.639 -0.838
O -1.800 0.987 -1.319
C -3.284 -0.832 -0.698
O -2.217 -1.691 -0.457
C -1.835 -2.628 -1.433
C -0.425 -2.320 -1.930
O -0.027 -1.182 -1.831
N 0.097 -3.178 -2.857
C -0.177 -4.604 -2.718
C 1.487 -2.902 -3.212
H -3.735 3.385 0.640
H -3.608 3.537 -1.126
H -2.215 2.958 -0.186
H -5.292 1.357 1.062
H -5.465 0.352 -0.388
H -5.752 2.079 -0.490
H -3.848 -1.116 -1.598
H -3.963 -0.916 0.155
H -2.490 -2.582 -2.315
H -1.896 -3.617 -0.982
H -1.245 -4.794 -2.625
H 0.334 -5.026 -1.847
H 0.173 -5.108 -3.620
H 1.642 -1.829 -3.286
H 1.704 -3.373 -4.173
H 2.158 -3.300 -2.444
Te 0.894 -3.575 0.807
C 0.310 -5.614 0.778
C 1.065 -6.751 0.643
C 0.317 -7.965 0.676
C -1.020 -7.761 0.834
S -1.350 -6.074 0.948
H 2.139 -6.706 0.517
H 0.759 -8.950 0.586
H -1.804 -8.500 0.893
C 3.751 0.554 0.789
C 2.726 0.131 1.845
O 3.005 0.323 3.049
O 1.649 -0.347 1.393
H 4.685 0.872 1.252
H 3.347 1.364 0.174
H 3.936 -0.269 0.097
C 0.641 5.133 0.384
As 0.587 3.500 1.403
C 2.266 3.373 2.322
C -0.735 3.727 2.798
O 0.186 2.270 0.399
H 1.098 5.949 0.944
H -0.372 5.403 0.085
H 1.220 4.893 -0.512
H 2.284 4.134 3.104
H 3.068 3.552 1.608
H 2.390 2.374 2.751
H -0.678 4.727 3.227
H -0.555 2.980 3.571
H -1.718 3.557 2.362
C -3.056 0.544 3.760
Sb -1.427 -0.398 2.617
C -2.361 -2.314 2.947
C -0.102 -0.443 4.304
H -3.151 0.069 4.740
H -3.997 0.411 3.218
H -2.887 1.614 3.901
H -2.429 -2.518 4.017
H -1.778 -3.088 2.452
H -3.368 -2.289 2.520
H -0.409 -1.225 5.000
H -0.144 0.523 4.814
H 0.913 -0.605 3.944
F -2.011 5.306 -1.852
C -1.487 4.676 -2.935
C -0.810 3.526 -2.792
N -0.295 2.845 -3.863
C 0.627 1.742 -3.561
C 1.830 2.225 -2.700
O 1.713 3.370 -2.200
O 2.737 1.391 -2.570
C -0.381 3.353 -5.134
O 0.092 2.831 -6.128
N -1.093 4.540 -5.229
C -1.678 5.293 -4.214
O -2.271 6.332 -4.465
H -0.684 3.049 -1.829
H 0.966 1.296 -4.489
H 0.069 0.994 -2.997
H -1.170 4.912 -6.162
*
```

The molar mass comes out at 971.0 g mol⁻¹. The HOMO energy comes out at -0.05028 hartree. The value obtained for the gap between HOMO and LUMO is 4.954 eV. The calculation puts the energy at -5393.10396 hartree.

***

Entry 6:
Computed, not measured: BrClH2N2 in the gas phase at a distorted geometry, with ωB97M-V with the def2-TZVPD basis set.

ORCA input file:
```
! wB97M-V def2-TZVPD RIJCOSX def2/J DEFGRID3
* xyz 0 1
N 0.817 -0.126 -0.110
N -0.401 0.272 -0.442
Cl -0.869 1.919 0.244
Br -2.007 -1.089 0.170
H 1.130 -0.397 0.924
H 1.329 -0.579 -0.786
*
```

The molar mass comes out at 145.4 g mol⁻¹. Its SMILES is NN(Cl)Br. The HOMO energy (alpha / beta) comes out at -0.36076 / -0.36077 hartree. The value obtained for the gap between HOMO and LUMO (alpha / beta) is 8.215 / 8.215 eV. The calculation puts the energy at -3144.79176 hartree.

***

Entry 7:
Computed, not measured: C6H16N2 as an isolated structure at a distorted geometry, with ωB97M-V with the def2-TZVPD basis set.

ORCA input file:
```
! wB97M-V def2-TZVPD RIJCOSX def2/J DEFGRID3
* xyz 0 1
C 1.367 -0.530 -0.767
C 0.325 1.059 1.014
C 0.360 0.157 2.137
C -1.037 -1.214 0.141
C -0.389 0.941 -1.551
C -2.367 -0.710 0.619
N 0.131 0.185 -0.411
N 2.457 0.367 -1.123
H 3.147 0.441 -0.387
H 2.920 0.085 -1.978
H 1.151 -1.185 -1.621
H 1.606 -1.153 0.098
H -0.528 1.735 1.032
H 1.229 1.642 0.805
H -0.262 0.397 2.992
H 1.297 -0.344 2.376
H -0.543 -1.904 0.808
H -1.087 -1.625 -0.871
H 0.342 1.656 -1.932
H -1.290 1.471 -1.245
H -0.645 0.259 -2.369
H -2.678 0.210 0.120
H -3.153 -1.451 0.430
H -2.351 -0.489 1.684
*
```

The molar mass comes out at 116.2 g mol⁻¹. The HOMO energy comes out at -0.19975 hartree. The value obtained for the gap between HOMO and LUMO is 6.181 eV. The calculation puts the energy at -347.54494 hartree.

***

Entry 8:
Computed, not measured: a 2-piece molecular cluster, C9H14O overall at a distorted geometry, with ωB97M-V with the def2-TZVPD basis set.

ORCA input file:
```
! wB97M-V def2-TZVPD RIJCOSX def2/J DEFGRID3
* xyz 0 1
C 0.066 0.865 -3.108
C 0.007 1.181 -1.644
C -1.255 1.132 -1.044
C -1.364 1.167 0.354
C -0.226 1.482 1.098
O -0.188 1.711 2.452
C 0.990 1.710 0.441
C 1.149 1.448 -0.902
H 0.117 -0.217 -3.278
H 0.884 1.302 -3.680
H -0.871 1.143 -3.596
H -2.141 0.911 -1.620
H -2.313 1.082 0.866
H -0.542 0.974 3.001
H 1.792 2.010 1.104
H 2.139 1.543 -1.327
C -0.325 -2.483 0.894
C 0.829 -2.366 1.906
H -1.122 -1.737 0.879
H -0.024 -2.410 -0.159
H -0.833 -3.448 0.976
H 1.733 -2.084 1.375
H 0.962 -3.323 2.397
H 0.536 -1.592 2.613
*
```

The molar mass comes out at 138.2 g mol⁻¹. Its SMILES is Cc1ccc(O)cc1.CC. The HOMO energy comes out at -0.31265 hartree. The value obtained for the gap between HOMO and LUMO is 9.340 eV. The calculation puts the energy at -426.54991 hartree.

***

Which of these has the lowest energy?
C26H44AsFN4NaO10SSbTe

***

The lowest energy belongs to which entry?
C26H44AsFN4NaO10SSbTe

***

Repeat the fourth record exactly.
Computed, not measured: C13H15NO3S2 as an isolated structure at a distorted geometry, with ωB97M-V with the def2-TZVPD basis set.

ORCA input file:
```
! wB97M-V def2-TZVPD RIJCOSX def2/J DEFGRID3
* xyz 0 1
C -2.145 -0.796 2.812
H -2.593 -0.158 3.403
H -1.457 -1.435 3.273
O -1.287 0.029 1.954
C -0.414 -0.772 1.019
C 0.708 -1.168 1.723
C 1.590 -1.792 0.985
C 1.404 -1.768 -0.667
C 0.165 -1.282 -1.130
C -0.654 -0.763 -0.195
S -2.319 0.083 -0.810
O -2.288 -0.007 -2.361
O -3.279 -1.059 -0.317
N -2.412 1.545 -0.284
H -2.411 1.484 0.561
C -1.664 2.399 -0.864
C -0.109 2.118 -0.607
C 0.801 1.698 -1.356
C 2.190 1.779 -0.843
C 2.001 2.186 0.611
S 0.412 2.686 0.822
H 2.701 2.296 1.372
H 2.972 1.399 -1.179
H 0.607 1.479 -2.275
H -1.742 2.433 -2.301
H -1.874 3.451 -0.735
H -0.026 -1.557 -2.083
C 2.458 -2.276 -1.486
H 3.357 -2.212 -1.053
H 2.290 -2.176 -2.413
H 2.337 -3.411 -1.447
H 2.584 -2.055 1.090
H 1.007 -0.939 2.746
H -2.912 -1.439 2.035
*
```

The molar mass comes out at 297.4 g mol⁻¹. The HOMO energy comes out at -0.31554 hartree. The value obtained for the gap between HOMO and LUMO is 9.087 eV. The calculation puts the energy at -1580.77442 hartree.